This record from the OMol25 dataset describes a molecular structure, C14H42CaFO7 at a distorted geometry. The level of theory is ωB97M-V/def2-TZVPD.

Computed properties:
DFT total energy (eV): -50673.44081
LUMO energy (alpha / beta) (Ha): -0.2094 / -0.4273

```
! RIJCOSX wB97M-V def2-TZVPD def2/J DEFGRID3
* xyz 2 2
O 5.161 -17.543 15.872
F 7.186 -19.064 17.007
H 3.740 -18.905 15.263
O 6.071 -21.190 18.278
H 7.756 -20.328 15.655
H 8.588 -20.639 23.003
H 4.289 -16.474 19.245
C 5.093 -23.420 18.259
Ca 8.375 -17.675 18.479
C 2.804 -17.208 16.091
C 5.417 -22.150 17.446
H 9.662 -19.418 21.239
H 2.661 -16.690 15.142
H 10.972 -17.263 15.246
C 7.634 -20.189 12.972
C 5.392 -18.141 20.109
H 5.959 -23.981 18.610
C 7.570 -13.856 18.292
H 4.160 -16.498 20.996
H 6.665 -16.836 20.901
H 8.641 -14.036 18.194
H 9.984 -15.784 16.453
H 7.183 -21.098 21.998
H 6.116 -22.374 16.641
H 7.341 -22.241 13.604
H 7.430 -19.495 22.543
H 6.118 -21.097 14.270
H 2.922 -16.465 16.879
H 7.371 -19.165 13.239
C 9.942 -17.441 15.553
H 6.204 -16.435 16.944
O 6.799 -16.011 17.567
H 6.798 -14.524 16.303
H 3.271 -17.617 19.969
C 9.030 -17.077 14.334
C 6.623 -14.636 17.373
H 4.418 -23.086 19.047
H 4.563 -21.640 16.999
H 3.986 -18.715 17.056
C 3.947 -18.220 16.086
C 4.236 -17.131 20.112
C 7.969 -20.358 22.151
H 9.386 -21.077 20.719
H 8.723 -20.188 12.929
H 7.230 -13.946 19.323
H 9.742 -18.486 15.793
H 6.441 -20.486 17.742
O 8.001 -21.094 15.131
H 1.918 -17.761 16.402
H 5.882 -18.123 16.125
H 7.574 -20.345 19.512
C 8.892 -20.136 20.958
O 9.591 -16.641 16.633
H 4.585 -24.199 17.691
C 7.157 -21.231 13.971
H 5.277 -18.759 19.219
H 7.207 -20.386 11.989
H 7.964 -17.086 14.560
O 8.145 -19.656 19.860
H 9.377 -16.108 13.972
H 5.578 -14.383 17.555
H 7.438 -12.800 18.058
H 5.318 -18.789 20.982
H 9.227 -17.822 13.563
O 6.626 -17.382 20.112
*
```



This record from the OMol25 dataset describes 8 unconnected molecules or ions with the total composition C14H42ClO18 at a distorted geometry. The level of theory is ωB97M-V/def2-TZVPD.

Computed properties:
DFT total energy (eV): -64565.49759
ΔE to the lowest compared entry with this formula, charge and spin (kJ/mol): 0.0
LUMO energy (Ha): 0.0895

```
! RIJCOSX wB97M-V def2-TZVPD def2/J DEFGRID3
* xyz -1 1
H 7.418 -21.292 -11.943
H 4.938 -21.772 -21.417
O 1.569 -24.029 -18.523
O -0.113 -19.129 -13.304
H 4.440 -15.165 -17.644
H 0.471 -20.411 -15.788
O 7.940 -18.903 -14.366
O 0.923 -25.309 -15.666
H 1.781 -22.382 -17.130
C 1.873 -23.465 -17.210
H 0.446 -20.344 -12.153
H 7.051 -23.614 -20.146
C 9.488 -19.467 -20.441
C 5.343 -22.320 -20.566
O 10.448 -20.304 -19.806
C 7.578 -20.243 -12.189
H -0.565 -19.058 -14.148
H 5.847 -16.293 -20.792
H 1.077 -21.665 -14.139
H 8.217 -20.012 -18.651
C -0.291 -20.504 -12.941
O 5.576 -20.494 -17.083
C 6.714 -22.999 -20.980
H 8.814 -18.394 -18.749
O 4.418 -23.228 -19.987
O 5.045 -18.498 -22.024
Cl 4.602 -19.621 -16.568
O 8.404 -19.675 -11.135
H 7.001 -14.097 -16.546
H 7.820 -20.982 -14.124
C 4.026 -17.628 -21.341
H 5.597 -21.633 -19.760
H 7.471 -22.249 -21.207
C 8.246 -20.136 -13.585
H 9.311 -20.350 -13.495
H 4.659 -23.345 -19.065
H 5.792 -15.993 -17.392
H 5.707 -24.333 -21.978
H -0.215 -23.659 -16.271
H 9.120 -20.065 -21.274
O 5.338 -12.733 -16.514
H 1.213 -23.490 -15.169
O -0.255 -20.931 -15.436
O 4.385 -18.709 -17.695
O 5.153 -18.874 -15.515
H 2.831 -23.735 -16.765
H 3.147 -17.808 -21.960
H 7.000 -18.833 -14.549
H 9.073 -20.298 -10.842
C 5.278 -15.142 -16.947
C 0.019 -21.405 -14.150
H 5.256 -12.911 -15.575
H 6.494 -18.807 -19.154
O 3.369 -20.290 -16.266
H 6.125 -13.641 -18.111
H 4.709 -15.978 -22.626
H 6.585 -19.797 -12.137
O 5.139 -15.661 -20.650
C 8.378 -19.192 -19.351
H 3.293 -15.647 -21.745
H 3.714 -17.795 -20.310
O 7.117 -18.802 -19.885
C 0.836 -23.897 -16.106
C 4.267 -16.125 -21.640
O 6.566 -23.906 -22.011
H -1.324 -20.600 -12.606
H 5.742 -18.872 -21.480
H 4.736 -16.586 -15.585
H 1.660 -23.348 -19.194
H 9.906 -18.512 -20.761
C 6.065 -13.838 -17.040
H -0.471 -22.339 -13.875
H 0.642 -25.808 -16.437
O 4.828 -15.631 -15.607
H 11.248 -19.781 -19.715
*
```



This record from the OMol25 dataset describes 8 unconnected molecules or ions with the total composition C14H42FO7 at a distorted geometry. The level of theory is ωB97M-V/def2-TZVPD.

Computed properties:
DFT total energy (eV): -32246.70067
ΔE to the lowest compared entry with this formula, charge and spin (kJ/mol): 460.1
LUMO energy (Ha): 0.0967

```
! RIJCOSX wB97M-V def2-TZVPD def2/J DEFGRID3
* xyz -1 1
H -3.267 5.324 4.000
C 4.333 3.064 2.788
H -4.626 -2.709 -0.014
H -0.633 -2.281 4.268
H 4.670 2.858 1.772
H -0.017 -0.717 -6.196
O -0.956 -2.635 5.100
O 2.695 3.697 -3.407
H -1.362 -2.669 -7.158
O 3.613 1.906 3.267
O 2.634 -4.074 -0.743
H -0.281 -5.693 6.412
H 2.914 4.165 -6.104
H -4.067 6.123 1.948
F -0.234 0.506 0.247
H -0.996 -4.403 4.226
H -2.602 3.793 1.023
C -0.481 -3.963 5.080
H 0.299 -3.197 -6.994
C -0.285 -1.589 -5.598
C 4.742 -5.153 -1.345
H -0.199 -4.222 7.306
C -0.691 -4.684 6.450
H 2.587 4.150 2.306
H 1.015 4.459 -4.341
H 2.005 3.340 -2.843
H 3.028 4.460 3.918
H 4.438 -6.038 -0.787
C -0.564 -2.837 -6.435
H 5.821 -5.008 -1.297
H -4.221 3.977 3.245
H 2.037 5.595 -3.559
C 3.466 4.295 2.934
H -7.550 -2.683 0.904
H -4.489 -0.905 0.863
C 2.841 5.041 -5.460
H 0.547 -1.735 -4.910
H 5.219 3.199 3.407
C -3.331 4.603 3.184
H 2.266 -3.222 -0.501
O -5.414 -1.156 0.918
C -5.415 -2.571 0.725
H 4.028 5.213 2.759
C -3.261 5.390 1.922
H 0.586 -3.850 4.890
H -0.950 -3.685 -5.869
H 2.809 1.903 2.743
H -1.738 -4.897 6.667
C 2.066 4.693 -4.169
H -1.124 -1.113 -3.910
H 4.180 -3.079 -1.611
H -2.335 5.966 1.915
C -6.788 -3.051 0.217
H -6.909 -2.502 -0.717
C 4.043 -3.877 -0.881
H -6.919 -4.122 0.064
H -5.120 -3.109 1.625
O -1.439 -1.332 -4.790
O -3.246 4.479 0.834
H -2.484 3.929 3.312
H 3.844 5.420 -5.263
H 4.474 -5.197 -2.400
H 4.448 -3.456 0.039
H 2.347 5.865 -5.975
*
```